ORCA calculation (wB97M-V/def2-TZVPD) on a cluster of 2 separate species, C5H15NO in total.

Structure (XYZ):
```
22
Properties=species:S:1:pos:R:3:forces:R:3:nbo_charge:R:1
C -1.33463 -0.94697 1.83321 -0.4681 0.4113 -0.2972 -0.614
C -1.48857 -0.56317 0.35086 0.3738 -0.4477 0.1741 -0.405
C -0.32562 -1.05187 -0.53304 -0.5227 0.5567 -0.3812 -0.399
C 0.81664 -0.05482 -0.64302 -0.2688 0.5704 -0.3884 -0.050
C 2.04640 -0.60176 -1.37918 -0.0179 -0.7007 1.1217 -0.631
N 0.33101 1.23229 -1.19041 0.1041 0.0012 -0.2419 -0.851
H -0.87208 -0.14709 2.38883 0.3962 0.2916 0.2481 0.200
H -0.72350 -1.83015 1.97753 -0.0816 -0.2965 -0.0033 0.203
H -2.31289 -1.06981 2.29745 0.0283 -0.2591 0.0351 0.214
H -2.41966 -0.95284 -0.06747 0.0228 -0.0552 0.2050 0.203
H -1.54647 0.52035 0.26776 -0.1403 0.0777 -0.1581 0.208
H 0.08419 -1.99400 -0.18616 -0.0950 -0.2638 0.1571 0.204
H -0.75820 -1.23077 -1.52553 0.3497 -0.0537 -0.1308 0.196
H 1.12132 0.22126 0.36713 0.1626 -0.2636 0.2328 0.183
H 2.13216 -1.66199 -1.12438 0.0322 -0.1034 -0.1827 0.209
H 2.93691 -0.16687 -0.91606 0.0724 0.2672 -0.6176 0.213
H 2.02597 -0.52669 -2.46420 -0.0446 0.2791 0.0231 0.211
H 1.15745 1.76611 -1.42757 0.0220 0.3072 0.0425 0.354
H -0.16088 1.12269 -2.07756 0.0591 -0.2880 0.1902 0.351
O -0.18625 2.79255 1.70563 0.0252 0.0893 0.3575 -0.944
H -0.54500 1.92933 1.47826 0.0582 0.0907 -0.2271 0.470
H 0.02168 3.21423 0.86793 -0.0674 -0.2106 -0.1589 0.475
```
Positions in Å, forces in eV/Å.

SMILES string = CCC[C@@H](C)N.O
calculated total energy = -329.48828 Ha
total charge = 0

ORCA calculation (wB97M-V/def2-TZVPD) on an isolated molecule of C21H25N3O4.

Structure (XYZ):
```
53
Properties=species:S:1:pos:R:3:forces:R:3:nbo_charge:R:1
C 6.81663 3.88253 -4.44553 0.0473 0.0439 -0.1789 -0.251
O 6.43594 3.54594 -3.13451 -0.1010 -0.0815 0.2820 -0.494
C 5.20436 2.99223 -2.93834 -0.1123 -0.0547 0.0449 0.283
C 4.27629 2.72759 -3.93795 0.4178 0.1703 0.0698 -0.307
C 3.05101 2.16219 -3.62797 -0.2405 -0.1114 0.0660 -0.172
C 2.73154 1.85062 -2.31333 0.2876 0.1453 -0.3050 0.105
N 1.50817 1.28160 -1.93736 0.0905 -0.0047 0.4158 -0.600
C 0.46599 0.89301 -2.71841 -0.3756 -0.1074 0.5099 0.695
O 0.41663 0.99695 -3.92489 0.0442 0.0275 -0.3147 -0.615
C -0.65064 0.26451 -1.89227 -0.0637 -0.1712 -0.3836 -0.331
C -1.96976 0.20388 -2.66107 0.0472 0.1339 0.2047 -0.394
C -3.02974 -0.50735 -1.82263 0.1277 -0.1721 -0.1070 -0.412
C -2.52579 -1.88339 -1.37240 -0.4279 0.1647 0.0274 -0.206
N -1.26954 -1.75910 -0.65763 0.2075 -0.1365 -0.1155 -0.461
C -1.16882 -1.43579 0.68475 -0.1285 -0.3529 -0.1807 0.797
O -0.24435 -0.76590 1.10597 0.2053 0.2535 0.2540 -0.667
N -2.13832 -1.99278 1.47497 -0.3008 -0.2031 -0.3645 -0.612
C -2.29889 -1.87784 2.86021 -0.0863 0.0463 0.3805 0.128
C -3.27264 -2.66200 3.46822 0.2147 0.1410 -0.1932 -0.237
C -3.50489 -2.58915 4.83045 -0.0348 0.0410 0.3368 -0.252
C -2.75842 -1.71881 5.61518 0.0826 0.0575 -0.1043 0.267
O -2.89829 -1.56166 6.96391 0.2005 0.1490 -0.1713 -0.493
C -3.86003 -2.33860 7.63214 -0.1339 -0.1074 0.0865 -0.251
C -1.78267 -0.93064 5.00443 -0.2552 -0.1837 0.2100 -0.233
C -1.55286 -1.00404 3.64838 0.0792 0.0542 -0.0456 -0.219
C -0.24724 -1.16606 -1.49889 0.2928 0.2223 0.2755 -0.208
C 3.66358 2.11613 -1.30979 -0.0313 0.0054 -0.1601 -0.214
C 4.88168 2.67830 -1.61695 0.1030 0.0715 -0.1800 -0.242
H 6.14723 4.63262 -4.87944 0.0151 -0.0384 0.0054 0.175
H 6.84481 3.00179 -5.09553 -0.0162 0.0353 0.0151 0.175
H 7.81891 4.30038 -4.36338 -0.0707 -0.0219 -0.0627 0.199
H 4.48980 2.95634 -4.96988 0.0477 0.0314 -0.0838 0.219
H 2.33895 1.96110 -4.41030 -0.0208 -0.0074 -0.0147 0.246
H 1.41526 1.11699 -0.94311 -0.1386 -0.0195 -0.1717 0.405
H -0.78657 0.84075 -0.97063 0.0562 -0.0509 -0.0160 0.223
H -2.30045 1.21315 -2.91083 0.0026 -0.0245 -0.0898 0.221
H -1.80586 -0.33076 -3.59862 0.0011 0.0354 -0.0525 0.216
H -3.94874 -0.62682 -2.39806 -0.0616 0.0234 0.0292 0.215
H -3.25701 0.09139 -0.93670 -0.0850 -0.0108 0.0405 0.201
H -3.28428 -2.37541 -0.76223 0.0582 -0.0506 -0.0951 0.194
H -2.33996 -2.51336 -2.24848 -0.0825 -0.0243 0.0786 0.201
H -2.75149 -2.66894 1.04608 0.1859 0.1320 -0.0036 0.394
H -3.86259 -3.34444 2.87101 -0.0551 -0.0649 -0.0588 0.200
H -4.26923 -3.21661 5.26096 -0.0541 -0.0372 0.0675 0.212
H -3.65271 -3.40952 7.53395 -0.0183 0.0355 -0.0081 0.174
H -3.79150 -2.05503 8.68127 -0.0482 -0.0580 -0.0615 0.200
H -4.87166 -2.12987 7.26788 0.0360 -0.0211 0.0039 0.173
H -1.20850 -0.25882 5.62213 0.0811 0.0896 0.0667 0.225
H -0.79119 -0.39586 3.19184 0.0223 0.0217 0.0036 0.254
H 0.69086 -1.17244 -0.94220 -0.0795 -0.0387 -0.1740 0.237
H -0.13741 -1.78249 -2.39477 0.0014 0.0268 -0.0082 0.203
H 3.42703 1.87712 -0.28260 -0.0127 -0.0232 0.1275 0.208
H 5.60734 2.88635 -0.84701 0.0794 0.0198 0.1030 0.225
```
Positions in Å, forces in eV/Å.

SMILES string = COc1ccc(NC(=O)[C@H]2CCCN(C(=O)Nc3ccc(OC)cc3)C2)cc1
calculated total energy = -1280.49405 Ha
total charge = 0

ORCA calculation (wB97M-V/def2-TZVPD) on a structure of composition C15H16N2O3S.

Structure (XYZ):
```
37
Properties=species:S:1:pos:R:3:forces:R:3:nbo_charge:R:1
O -1.51638 3.12495 -2.47405 -2.1475 6.8786 -2.5398 -0.545
C -1.01325 2.30782 -1.86458 2.0191 -7.0960 1.7260 0.719
N -1.45825 1.02180 -2.30754 2.0641 -5.8623 2.9559 -0.680
C -1.05669 -0.28734 -1.68781 2.4242 0.0184 1.1123 0.332
N -0.11855 -0.55388 -0.62776 -5.3881 -1.6128 -4.0468 -0.524
C -0.21118 -1.97427 -0.34363 -1.4796 0.6144 -2.5658 0.194
C 0.47704 -2.55170 0.79213 -1.2299 3.1617 -4.9915 -0.307
C 0.63977 -3.86349 0.59574 -0.6335 -3.6780 2.3706 0.209
C -0.10057 -4.71361 -0.28032 1.6933 5.4053 1.8308 0.259
C -0.89326 -4.10664 -1.20528 0.9462 -1.4798 0.6888 -0.272
C -1.05372 -2.83287 -1.48841 4.5315 4.1159 6.5351 -0.286
S -1.73921 -1.89799 -2.63092 -0.0147 3.8637 0.1659 0.369
H -1.27943 -4.74498 -1.82489 -2.7831 -3.8485 -3.5550 0.205
O -0.05433 -5.95325 0.07116 2.5461 -3.2308 1.5191 -0.460
C 0.99585 -5.97125 1.19440 -8.8514 0.2897 4.9941 0.254
O 1.11269 -4.69557 1.68455 0.4695 1.6608 -2.4766 -0.496
H 1.84483 -6.46646 1.17573 4.1092 -2.4681 -1.8160 0.166
H 0.33534 -6.47739 2.19134 1.8323 0.4679 -3.0574 0.138
H 1.08501 -1.74923 1.13869 0.6038 -0.1991 1.5209 0.256
H -2.18147 0.82148 -2.97538 -0.1749 0.9673 -0.2646 0.415
C -0.01950 2.23910 -0.71892 -3.0477 3.6836 0.4057 -0.304
C -1.12575 2.11582 0.61667 8.5986 6.1153 -1.2377 -0.333
C -0.15892 2.37929 1.76306 1.5324 -3.9681 2.8719 -0.441
C 0.55939 3.63628 1.81812 5.7860 1.7912 -2.2878 -0.381
C 1.67607 3.73978 0.21240 -3.2684 -0.1909 5.5466 -0.360
C 0.66771 3.68524 -0.77179 3.0253 -6.1311 -3.9985 -0.412
H 0.06467 4.45375 -0.64142 -3.1613 3.4175 -0.1272 0.210
H 1.21644 3.65388 -1.80645 -1.3776 0.6143 1.2070 0.195
H 2.03130 4.62895 0.52926 1.6006 3.1431 0.0883 0.197
H 2.26293 2.98927 0.56993 1.8917 -2.4796 -0.2777 0.198
H 0.01438 4.54317 1.65369 -0.5120 0.5297 0.4688 0.187
H 1.50035 3.76111 2.59072 -3.0414 -0.4740 -1.4579 0.219
H -0.70008 2.39515 2.70878 -0.4536 -0.6518 0.2950 0.214
H 0.73399 1.53926 1.96347 -2.5628 1.5975 -0.8468 0.194
H -1.64520 3.02133 0.63805 -1.6209 1.2121 -0.7296 0.200
H -1.62393 1.31733 0.50357 -3.6000 -5.9862 -0.0823 0.204
H 0.73193 1.46517 -0.76233 -0.3251 -0.1908 0.0561 0.265
```
Positions in Å, forces in eV/Å.

calculated total energy = -1314.23729 Ha
total charge = 0

ORCA calculation (wB97M-V/def2-TZVPD) on a structure of composition C41H67CsN2O4P2SSi.

Structure (XYZ):
```
119
Properties=species:S:1:pos:R:3:forces:R:3:lowdin_charge:R:1
Cs -0.12675 1.11012 0.51216 1.8584 -0.6541 -4.4978 1.294
C 0.38208 1.47119 -2.87633 0.0124 -0.0708 0.0286 -0.325
Si -0.35302 -0.32402 -2.61384 0.2276 0.1151 -0.3673 0.537
C 1.00586 -1.30431 -3.63151 0.3244 -0.5152 0.1513 -0.311
C 1.79667 -0.72684 -4.63216 -0.2252 -0.0711 -0.0585 -0.126
C 2.97006 -1.30606 -5.10101 -0.0453 -0.0130 -0.0301 -0.120
C 3.40914 -2.49541 -4.54669 0.0502 0.0144 0.0139 -0.121
C 2.65354 -3.11357 -3.55781 -0.0240 0.1331 0.1710 -0.119
C 1.45644 -2.55733 -3.10020 -0.1708 0.3780 -0.3275 -0.376
P 0.45158 -3.30985 -1.74210 0.1848 -0.1716 -0.2184 1.074
C -1.14075 -3.60120 -2.67678 0.0743 -0.0622 0.1628 -0.455
C -2.34268 -3.69780 -1.70576 0.0260 0.0299 -0.0414 -0.195
C -3.48029 -4.54934 -2.28184 0.0415 0.0561 -0.0965 -0.199
C -3.64664 -4.26039 -3.77322 0.0923 -0.0143 0.0460 -0.192
C -2.39002 -4.68867 -4.56279 -0.0202 0.0013 0.0750 -0.182
C -1.14467 -4.76007 -3.66410 -0.1239 0.0966 -0.0736 -0.206
C 1.28932 -5.00901 -1.48245 -0.1696 0.2751 0.0373 -0.435
C 0.56416 -5.65831 -0.28969 0.0884 -0.1114 0.0216 -0.234
C 1.06905 -7.07540 -0.03520 -0.0974 -0.0251 -0.0493 -0.213
C 0.59803 -7.98848 -1.16482 0.1152 0.0550 -0.0705 -0.205
C 0.93582 -7.41219 -2.56069 -0.0309 0.0376 0.1099 -0.195
C 1.70045 -6.07468 -2.54202 -0.1650 0.0598 -0.0193 -0.210
C -1.84909 -0.10867 -3.81835 -0.1279 -0.1620 0.0683 -0.318
C -1.95063 -0.64314 -5.11292 -0.0104 0.0151 0.0374 -0.113
C -3.14891 -0.63746 -5.81616 -0.0138 0.0251 0.0641 -0.118
C -4.29208 -0.09756 -5.23564 0.0369 -0.0181 -0.0301 -0.114
C -4.20897 0.47484 -3.97256 0.0260 -0.0128 -0.0177 -0.134
C -3.00352 0.49625 -3.27037 0.0545 -0.0725 -0.0822 -0.384
P -2.81482 1.27548 -1.60328 -0.8861 0.1605 -0.4441 1.039
C -2.99992 3.10381 -2.06620 0.1436 -0.0194 0.0045 -0.414
C -3.91010 3.58843 -3.20531 -0.0854 -0.0708 0.1279 -0.200
C -5.35296 3.85623 -2.78265 0.1022 0.0690 -0.0020 -0.210
C -5.38935 4.85365 -1.62777 -0.0390 -0.1468 0.0231 -0.214
C -4.60028 4.29722 -0.44614 0.0798 0.0762 -0.0968 -0.197
C -3.14381 4.00739 -0.82405 -0.1105 -0.1388 0.0145 -0.193
C -4.38300 0.75443 -0.73269 0.2632 -0.1393 0.1213 -0.435
C -4.24003 1.08407 0.76421 -0.1724 0.0939 -0.0151 -0.226
C -5.52285 0.71778 1.50744 0.1142 -0.1524 0.0415 -0.189
C -5.74909 -0.79160 1.40669 -0.0523 0.0820 -0.1283 -0.206
C -5.78779 -1.24131 -0.05657 0.1115 0.0057 0.0959 -0.195
C -4.55940 -0.76962 -0.84246 -0.1845 0.1058 0.0664 -0.217
H 0.38354 1.79701 -3.92327 -0.0100 -0.0198 0.0430 0.009
H 1.40853 1.53926 -2.49867 -0.0124 0.0034 0.0078 0.009
H -0.22798 2.18586 -2.31670 0.1079 0.0593 -0.0378 -0.055
H 1.47512 0.21414 -5.07057 0.0429 0.0085 0.0692 0.086
H 3.54503 -0.82565 -5.88577 0.0004 0.0318 0.0086 0.086
H 4.34569 -2.93690 -4.87033 -0.0184 -0.0344 0.0038 0.086
H 3.04631 -4.01358 -3.10775 -0.0343 -0.1045 -0.0250 0.073
H -1.25016 -2.68328 -3.26237 -0.0158 -0.0285 0.0150 0.055
H -2.70646 -2.68466 -1.51374 0.1098 -0.1161 -0.0028 0.083
H -2.03104 -4.10094 -0.73838 -0.0212 0.0350 0.0107 0.089
H -4.41049 -4.33868 -1.74762 0.0150 -0.0146 0.0277 0.100
H -3.26702 -5.61640 -2.14122 -0.0363 0.0118 0.0188 0.104
H -3.80840 -3.18471 -3.89494 -0.0117 0.0128 -0.0307 0.102
H -4.53262 -4.76711 -4.16509 -0.0089 0.0517 -0.0408 0.097
H -2.20486 -3.97361 -5.36920 -0.0164 -0.0042 0.0100 0.099
H -2.55205 -5.66436 -5.03375 -0.0085 -0.0007 -0.0045 0.097
H -0.24431 -4.73935 -4.28249 0.0206 -0.0516 0.0221 0.108
H -1.14926 -5.69894 -3.10780 0.0549 -0.0416 -0.0156 0.086
H 2.23150 -4.61484 -1.08295 0.0635 -0.1088 0.0836 0.087
H -0.51507 -5.71057 -0.48210 0.0256 -0.0046 0.0349 0.099
H 0.69773 -5.03910 0.59851 -0.0687 0.0901 -0.0301 0.095
H 0.69158 -7.45176 0.91971 0.0460 0.0157 0.0078 0.104
H 2.16375 -7.07394 0.02509 -0.0230 0.0092 0.0322 0.113
H -0.48695 -8.09651 -1.07387 0.0114 -0.0282 0.0181 0.101
H 1.02377 -8.98912 -1.04995 -0.0155 -0.0070 -0.0009 0.094
H 0.02115 -7.31246 -3.14386 -0.0098 0.0358 0.0042 0.080
H 1.55781 -8.12295 -3.11175 -0.0306 -0.0179 -0.0185 0.097
H 1.66730 -5.66055 -3.54818 0.0531 0.0405 -0.0356 0.082
H 2.75044 -6.31990 -2.34819 0.0112 0.0487 -0.0532 0.103
H -1.06576 -1.07545 -5.57470 -0.0405 -0.0312 0.0431 0.089
H -3.19847 -1.05942 -6.81512 0.0079 -0.0293 0.0111 0.088
H -5.23781 -0.11625 -5.76617 -0.0001 0.0063 0.0093 0.086
H -5.10671 0.89667 -3.52858 0.0476 0.0176 0.0213 0.097
H -1.98324 3.25781 -2.44207 0.0500 0.0326 0.0223 0.079
H -3.88068 2.88772 -4.03683 0.0449 0.0087 -0.0640 0.085
H -3.48958 4.53362 -3.57739 -0.0179 0.0085 0.0070 0.114
H -5.82662 2.92234 -2.46160 -0.0231 0.0244 -0.0316 0.093
H -5.92172 4.23418 -3.63828 -0.0276 -0.0318 0.0013 0.102
H -6.42287 5.05878 -1.33139 0.0121 0.0388 -0.0018 0.100
H -4.94620 5.80215 -1.95626 -0.0255 0.0089 0.0012 0.107
H -5.08798 3.37953 -0.10879 -0.0148 0.0601 0.0149 0.089
H -4.61724 4.99905 0.39177 -0.0145 -0.0441 0.0339 0.113
H -2.62323 3.56941 0.03364 0.0556 0.0831 -0.0204 0.087
H -2.65446 4.96557 -1.03958 0.0002 0.0044 0.0197 0.114
H -5.27204 1.24883 -1.14310 -0.0053 0.0189 -0.0273 0.094
H -3.95718 2.11873 0.95296 -0.0152 -0.0576 0.0006 0.083
H -3.42807 0.47888 1.17258 0.0272 0.0569 -0.0240 0.082
H -6.37743 1.24840 1.06472 -0.0048 0.0383 0.0329 0.106
H -5.44705 1.02138 2.55511 0.0033 -0.0010 -0.0382 0.113
H -6.67975 -1.07809 1.90725 0.0206 -0.0376 0.0422 0.098
H -4.91939 -1.29611 1.91121 -0.0264 -0.0048 0.0027 0.104
H -6.69353 -0.84253 -0.53354 0.0139 -0.0084 -0.0074 0.107
H -5.85107 -2.33378 -0.10592 -0.0420 0.0168 -0.0338 0.098
H -4.66299 -1.07566 -1.88415 0.0666 -0.0474 -0.0448 0.092
H -3.66113 -1.24924 -0.43595 -0.0613 0.0714 0.0186 0.099
N -1.99292 -1.21587 2.09168 0.0737 -0.0839 0.0085 -0.001
C -1.20169 -2.38211 2.50072 -0.0599 0.1369 -0.1448 -0.269
C -0.30336 -2.17921 3.72804 -0.0943 -0.0649 0.0015 -0.198
C 0.96613 -3.02680 3.66694 0.0560 0.0606 0.0177 -0.219
C 2.02228 -2.41015 2.75530 0.0289 0.0728 0.0736 -0.303
N 2.61473 -1.21903 3.37953 -0.1515 -0.1211 0.0179 0.005
H -1.33525 -0.49285 1.79508 -0.3953 -0.6845 0.3992 -0.079
H -2.37142 -0.76669 2.92484 -0.0248 0.0347 0.0768 0.049
H -0.58846 -2.66833 1.63904 -0.0302 -0.0764 -0.0046 0.085
H -1.89134 -3.21220 2.69108 0.0247 -0.0815 -0.0944 0.100
H -0.86623 -2.40567 4.63875 -0.0175 0.0209 -0.0116 0.108
H -0.05151 -1.12120 3.77816 0.0046 0.0686 0.0830 0.073
H 0.72887 -4.03750 3.30844 -0.0186 0.0072 0.0248 0.096
H 1.40141 -3.12632 4.66635 0.0293 -0.0396 -0.0244 0.100
H 1.56598 -2.19822 1.77744 0.0192 -0.0232 -0.0301 0.096
H 2.82041 -3.13860 2.58667 0.0500 -0.0170 -0.0473 0.096
H 3.24596 -0.77577 2.72402 0.0459 0.0168 -0.0429 0.053
H 1.88147 -0.52781 3.53970 0.0056 0.0655 -0.0468 0.033
O -1.82884 0.98311 4.00443 -0.0508 -0.0419 -0.0237 -0.401
S -0.79646 1.79489 3.33872 -0.0947 0.4424 1.4004 0.157
O -0.24709 2.82212 4.21815 0.0449 0.0576 -0.0254 -0.394
O -1.36546 2.41115 2.09635 -1.1181 1.0219 1.3566 -0.744
O 0.31546 0.88338 2.85933 0.1484 -0.0901 2.1093 -0.779
```
Positions in Å, forces in eV/Å.

calculated total energy = -3403.54959 Ha
total charge = -2

Calculated values (kcal per mole) of relative energy (zero: lowest compared OMol25 entry of this formula, charge and spin) for the records, taken in order: 12.1, 41.2, 276.0, 30.2.
Calculated values (eV) of LUMO for the records, taken in order: 1.0, 0.6, 0.2, 3.7.